Record 1
{"formula": "C54H124F3N8O13S", "method": "ωB97M-V with the def2-TZVPD basis set", "species": ["C", "C", "C", "O", "C", "C", "C", "O", "O", "O", "H", "H", "C", "C", "C", "O", "C", "N", "H", "H", "H", "H", "H", "H", "H", "H", "H", "H", "H", "H", "C", "C", "C", "O", "C", "N", "H", "H", "H", "H", "H", "H", "H", "H", "H", "H", "H", "H", "C", "C", "C", "O", "C", "N", "H", "H", "H", "H", "H", "H", "H", "H", "H", "H", "H", "H", "C", "C", "C", "O", "C", "N", "H", "H", "H", "H", "H", "H", "H", "H", "H", "H", "H", "H", "C", "C", "C", "O", "C", "N", "H", "H", "H", "H", "H", "H", "H", "H", "H", "H", "H", "H", "C", "N", "C", "C", "C", "C", "O", "H", "H", "H", "H", "H", "H", "H", "H", "H", "H", "H", "H", "H", "H", "C", "C", "C", "C", "N", "C", "C", "C", "C", "C", "C", "C", "H", "H", "H", "H", "H", "H", "H", "H", "H", "H", "H", "H", "H", "H", "H", "H", "H", "H", "H", "H", "H", "H", "H", "H", "C", "C", "C", "C", "N", "C", "C", "C", "C", "C", "C", "C", "H", "H", "H", "H", "H", "H", "H", "H", "H", "H", "H", "H", "H", "H", "H", "H", "H", "H", "H", "H", "H", "H", "H", "H", "C", "F", "F", "F", "S", "O", "O", "O"], "xyz": [[1.201, 1.675, 1.024], [0.524, 0.438, 1.294], [0.317, -0.631, 0.231], [-0.428, -1.659, 0.373], [0.693, -0.419, -1.024], [1.328, 0.864, -1.493], [1.584, 1.943, -0.361], [2.235, 2.979, -0.689], [1.774, 1.066, -2.642], [0.098, 0.428, 2.549], [1.248, 2.496, 1.724], [0.550, -1.171, -1.786], [-1.993, -4.969, 3.724], [-0.837, -3.956, 3.864], [0.410, -4.445, 3.115], [0.680, -5.822, 3.232], [1.290, -6.093, 4.491], [-1.165, -2.558, 3.347], [-2.152, -2.357, 3.412], [-0.645, -1.860, 3.860], [-1.049, -2.455, 2.349], [-2.878, -4.465, 4.113], [-1.799, -5.925, 4.210], [-2.077, -4.986, 2.637], [-0.686, -3.742, 4.922], [1.231, -3.772, 3.363], [0.305, -4.433, 2.030], [2.305, -5.704, 4.408], [1.255, -7.140, 4.792], [0.777, -5.636, 5.338], [4.501, 0.623, 2.426], [3.778, -0.664, 2.800], [4.593, -2.000, 2.660], [3.753, -3.198, 2.624], [4.351, -4.196, 1.777], [3.157, -0.572, 4.212], [2.179, -0.806, 4.315], [3.654, -1.193, 4.835], [3.403, 0.298, 4.660], [3.819, 1.460, 2.275], [5.043, 0.469, 1.492], [5.150, 0.852, 3.271], [2.914, -0.701, 2.136], [5.529, -2.068, 3.214], [5.154, -1.861, 1.735], [4.004, -5.160, 2.149], [5.429, -4.283, 1.917], [4.045, -4.114, 0.734], [5.298, 1.156, -4.412], [4.491, 2.555, -4.501], [3.240, 2.606, -5.419], [2.750, 3.950, -5.468], [1.896, 4.301, -6.565], [4.023, 2.948, -3.054], [3.405, 2.287, -2.604], [4.687, 3.383, -2.430], [3.441, 3.774, -3.058], [6.186, 1.349, -3.810], [5.669, 0.845, -5.389], [4.713, 0.386, -3.911], [5.202, 3.256, -4.938], [2.532, 1.937, -4.930], [3.333, 2.351, -6.475], [1.202, 3.474, -6.713], [2.444, 4.510, -7.484], [1.376, 5.221, -6.296], [-1.007, 2.836, 6.666], [-1.045, 2.146, 5.270], [-2.311, 1.449, 4.784], [-3.432, 2.356, 4.497], [-4.445, 1.916, 3.594], [-0.619, 3.122, 4.210], [0.136, 3.665, 4.604], [-0.377, 2.587, 3.388], [-1.449, 3.693, 4.147], [-1.165, 2.037, 7.391], [-1.901, 3.409, 6.913], [-0.102, 3.320, 7.032], [-0.261, 1.423, 5.043], [-2.829, 0.785, 5.475], [-2.184, 0.841, 3.888], [-5.213, 2.691, 3.590], [-4.839, 0.940, 3.876], [-3.980, 1.940, 2.608], [-7.409, 2.874, 0.026], [-5.963, 3.241, 0.241], [-5.004, 2.218, -0.262], [-3.680, 2.660, 0.080], [-2.784, 1.584, 0.247], [-5.588, 4.574, -0.452], [-5.992, 4.563, -1.378], [-5.857, 5.358, 0.125], [-4.585, 4.555, -0.565], [-7.732, 3.036, -1.002], [-8.085, 3.474, 0.635], [-7.612, 1.810, 0.154], [-5.714, 3.555, 1.255], [-5.019, 2.122, -1.347], [-5.291, 1.334, 0.308], [-1.911, 1.814, 0.859], [-2.383, 1.091, -0.639], [-3.179, 0.800, 0.893], [0.643, 7.889, 0.978], [1.591, 6.621, 1.122], [2.386, 6.978, 2.346], [0.659, 5.387, 1.327], [2.543, 6.323, -0.110], [3.658, 7.333, -0.393], [4.739, 7.009, 0.512], [0.086, 7.981, 1.910], [0.132, 7.726, 0.029], [1.232, 8.797, 0.847], [3.041, 6.139, 2.581], [1.737, 7.241, 3.180], [2.968, 7.881, 2.158], [0.341, 5.658, 2.333], [1.345, 4.540, 1.303], [-0.045, 5.559, 0.513], [1.865, 6.243, -0.959], [2.985, 5.326, -0.107], [3.377, 8.372, -0.220], [4.059, 7.278, -1.405], [5.579, 6.841, 0.081], [-4.556, -6.177, -0.177], [-3.544, -6.253, -1.345], [-2.162, -6.156, -0.824], [-1.103, -6.513, -1.945], [0.294, -6.195, -1.531], [0.486, -4.624, -1.492], [1.597, -4.254, -2.516], [1.362, -5.296, -3.631], [1.212, -6.497, -2.746], [0.783, -6.825, -0.252], [0.520, -8.380, -0.114], [0.857, -8.925, 1.314], [-4.281, -5.324, 0.444], [-4.676, -6.969, 0.562], [-5.588, -6.149, -0.525], [-3.834, -5.542, -2.118], [-3.555, -7.243, -1.801], [-2.052, -6.735, 0.092], [-1.914, -5.152, -0.478], [-1.379, -5.944, -2.833], [-1.038, -7.550, -2.271], [0.727, -4.300, -0.480], [-0.484, -4.178, -1.716], [2.607, -4.447, -2.153], [1.506, -3.235, -2.891], [2.172, -5.384, -4.354], [0.403, -5.119, -4.117], [2.186, -6.818, -2.379], [0.797, -7.313, -3.338], [0.327, -6.231, 0.541], [1.836, -6.545, -0.217], [1.022, -8.989, -0.865], [-0.465, -8.772, -0.364], [0.221, -8.249, 1.886], [1.848, -8.614, 1.646], [0.595, -9.962, 1.524], [-4.851, -1.165, -1.283], [-3.648, -2.001, -1.865], [-2.521, -1.078, -2.403], [-2.794, -0.379, -3.806], [-1.712, 0.545, -4.351], [-2.010, 0.979, -5.802], [-1.801, -0.299, -6.567], [-0.721, -1.138, -5.859], [-0.441, -0.378, -4.545], [-1.526, 1.762, -3.345], [-0.485, 2.954, -3.919], [-0.343, 3.995, -2.854], [-4.734, -0.658, -0.325], [-5.691, -1.818, -1.045], [-5.347, -0.520, -2.008], [-3.998, -2.698, -2.626], [-3.210, -2.662, -1.116], [-1.755, -1.850, -2.334], [-2.109, -0.409, -1.648], [-3.628, 0.320, -3.736], [-3.201, -1.111, -4.503], [-1.198, 1.577, -6.214], [-3.029, 1.349, -5.913], [-1.513, -0.077, -7.595], [-2.814, -0.696, -6.630], [0.191, -1.146, -6.456], [-0.919, -2.206, -5.774], [0.432, 0.271, -4.616], [-0.168, -1.047, -3.729], [-1.135, 1.221, -2.484], [-2.528, 2.189, -3.295], [-0.990, 3.358, -4.796], [0.449, 2.438, -4.144], [-1.341, 4.307, -2.547], [0.267, 4.807, -3.252], [0.118, 3.515, -1.992], [3.794, 4.742, 6.224], [2.879, 4.489, 7.169], [3.567, 6.008, 5.908], [4.983, 4.662, 6.830], [3.559, 3.428, 4.762], [2.273, 3.590, 4.136], [4.744, 3.710, 3.956], [3.628, 2.168, 5.496]], "lowdin_charge": [-0.0067, -0.3095, -0.4157, -0.0784, -0.0193, -0.2718, -0.3056, -0.0465, -0.0259, -0.1402, 0.0698, 0.0805, 0.0097, -0.2911, -0.2131, -0.1914, -0.0572, 0.2412, 0.1586, 0.1406, 0.1054, 0.0900, 0.1104, 0.0807, 0.1480, 0.1175, 0.1175, 0.0958, 0.1085, 0.0911, -0.0185, -0.2592, -0.1511, -0.1992, -0.0796, 0.2563, 0.1445, 0.1644, 0.0966, 0.0715, 0.0996, 0.0988, 0.1231, 0.1441, 0.1192, 0.0841, 0.1024, 0.0831, -0.0038, -0.2015, -0.1726, -0.2209, -0.0650, 0.2334, 0.0878, 0.1644, 0.1351, 0.0802, 0.0922, 0.0713, 0.1494, 0.0929, 0.1423, 0.0768, 0.1023, 0.0956, 0.0127, -0.2773, -0.1371, -0.2080, -0.0713, 0.2262, 0.1185, 0.1138, 0.1540, 0.0954, 0.0987, 0.0956, 0.1356, 0.1412, 0.0984, 0.0971, 0.1028, 0.0546, -0.0043, -0.2993, -0.1818, -0.1822, -0.0979, 0.2553, 0.1682, 0.1787, 0.1439, 0.1007, 0.1078, 0.1066, 0.1472, 0.1458, 0.1260, 0.0842, 0.0605, 0.0843, 0.0473, -0.3041, -0.0047, 0.0435, -0.0727, -0.1892, -0.0638, 0.1086, 0.0987, 0.1053, 0.1100, 0.1108, 0.1123, 0.0922, 0.0744, 0.0972, 0.1182, 0.1127, 0.1212, 0.1304, 0.0994, -0.0869, -0.2499, -0.1979, -0.1002, -0.1902, -0.0628, -0.1279, -0.1400, -0.1102, -0.0889, -0.1903, -0.0615, 0.0568, 0.0823, 0.0805, 0.1100, 0.1238, 0.1189, 0.0940, 0.1347, 0.1355, 0.1082, 0.1091, 0.1185, 0.1033, 0.1402, 0.1146, 0.1432, 0.1412, 0.0995, 0.1361, 0.1100, 0.1050, 0.0524, 0.0784, 0.0947, -0.0827, -0.1964, -0.1638, -0.0761, -0.1703, -0.0876, -0.1625, -0.1148, -0.0664, -0.0141, -0.1878, -0.0933, 0.0426, 0.0747, 0.0685, 0.1097, 0.0940, 0.0845, 0.0617, 0.1188, 0.1364, 0.1304, 0.1491, 0.1328, 0.1155, 0.1203, 0.1168, 0.1032, 0.0951, 0.0847, 0.1186, 0.1032, 0.0675, 0.0747, 0.0874, 0.0542, -0.6238, 0.1008, 0.1344, 0.1564, 0.4811, -0.3687, -0.3172, -0.3511], "total_charge": 5, "molar_mass_da": 1182.69, "de_lowest_ev": 4.7900}


Record 2
{"formula": "C4H6FO4Zn", "method": "ωB97M-V with the def2-TZVPD basis set", "species": ["C", "O", "H", "H", "H", "C", "O", "C", "C", "O", "O", "F", "H", "H", "H", "Zn"], "xyz": [[1.134, -0.654, -2.400], [0.032, 0.090, -1.964], [1.955, 0.003, -2.744], [1.540, -1.308, -1.605], [0.818, -1.293, -3.242], [-0.438, 0.405, 2.350], [-0.326, -0.723, 1.681], [-0.652, -0.725, 0.293], [-0.062, 0.492, -0.417], [-0.104, 1.508, 1.795], [-1.132, 0.445, 3.393], [-2.013, -0.730, 0.194], [-0.266, -1.676, -0.089], [0.997, 0.607, -0.138], [-0.818, 1.278, -0.515], [-0.664, 2.280, 3.407]], "nbo_charge": [-0.2573, -0.5538, 0.1792, 0.1520, 0.2097, 0.9719, -0.4687, 0.4353, -0.1471, -0.8241, -0.7597, -0.3208, 0.2048, 0.2198, 0.2414, 1.7175], "total_charge": 1, "molar_mass_da": 202.48, "de_lowest_ev": 3.6558}


Record 3
{"formula": "C4H14N2O", "method": "ωB97M-V with the def2-TZVPD basis set", "species": ["N", "C", "C", "C", "C", "N", "H", "H", "H", "H", "H", "H", "H", "H", "H", "H", "H", "H", "O", "H", "H"], "xyz": [[1.330, -0.038, 2.509], [0.919, -1.193, 1.424], [0.347, -0.640, 0.034], [-0.432, -1.694, -0.775], [-0.463, -1.085, -2.150], [0.095, 0.233, -2.246], [2.412, -0.173, 2.228], [0.861, 0.858, 2.277], [0.081, -1.925, 1.647], [1.659, -1.883, 1.025], [1.233, -0.249, -0.494], [-0.273, 0.271, 0.232], [0.165, -2.625, -0.709], [-1.546, -1.982, -0.449], [-1.422, -1.052, -2.558], [0.047, -1.718, -2.933], [-0.524, 0.882, -1.878], [0.440, 0.594, -3.060], [-1.724, 4.149, 1.702], [-1.350, 4.142, 2.659], [-1.857, 5.131, 1.516]], "nbo_charge": [-0.8603, -0.2401, -0.4080, -0.4278, -0.2229, -0.8463, 0.3713, 0.3703, 0.1743, 0.1842, 0.2282, 0.1881, 0.2039, 0.2092, 0.1738, 0.1869, 0.3480, 0.3670, -0.9444, 0.4729, 0.4719], "molar_mass_da": 106.17, "de_lowest_ev": 3.8408}


no.,HOMO energy (eV)
1,-17.1
2,-12.7
3,-8.7